Record 1
Entry from the Open Molecules 2025 dataset: a structure of composition C5H24N10O7 at a distorted geometry (ωB97M-V/def2-TZVPD).

The geometry in XYZ format:
```
46
Properties=species:S:1:pos:R:3:forces:R:3
C 0.7376 3.7289 -0.1954 -0.26 -1.02 -0.61
O 1.5494 3.7415 0.6504 4.07 2.16 3.86
N 0.2391 4.7306 -0.8227 -1.37 6.01 -1.71
N 0.2333 2.6444 -0.6389 -2.69 -1.72 -3.71
H 0.5382 5.6484 -0.5258 -0.29 -0.03 -0.43
H -0.3924 4.5889 -1.5981 0.44 0.53 0.27
H 0.3085 1.7724 -0.1348 -0.57 -0.08 0.32
H -0.6819 2.8841 -0.9923 -0.14 -1.14 -0.25
C -2.1017 -0.4485 2.2351 -0.13 3.63 -0.04
O -1.4422 -0.4899 1.2475 -3.44 0.70 7.83
N -1.9291 -1.1271 3.2666 1.99 -4.34 5.97
N -3.0617 0.3608 2.3650 -5.22 4.55 0.08
H -2.6471 -1.0983 3.9763 0.57 -0.48 0.08
H -1.1607 -1.7805 3.3186 -0.16 0.01 0.27
H -3.4293 0.5245 3.2914 -0.24 0.29 -0.51
H -3.3234 0.9938 1.6228 0.11 -0.15 0.20
C 0.2813 -0.3054 -2.2577 1.83 1.79 -2.96
O 0.3216 -0.3360 -1.0603 3.72 -4.56 -16.60
N -0.5646 0.3595 -3.0011 -4.46 2.37 -1.67
N 1.1653 -0.8488 -3.0078 0.66 0.00 -4.40
H -0.7195 0.0249 -3.9414 0.11 0.30 0.23
H -1.2753 0.9993 -2.6762 0.14 -0.52 0.42
H 1.0946 -0.8303 -4.0152 0.00 0.35 0.32
H 2.0115 -1.1253 -2.5308 0.37 -0.59 -0.66
C 2.5815 -1.5586 -0.5188 0.43 -2.21 0.38
O 2.2753 -2.0248 -1.6415 2.21 -2.18 3.87
N 3.7941 -1.6389 -0.0274 4.84 -0.46 -0.82
N 1.8157 -1.1669 0.4523 -2.13 -1.27 1.29
H 4.4677 -2.1664 -0.5641 0.10 0.51 0.05
H 4.0868 -1.2567 0.8605 -0.30 -0.18 -0.31
H 0.8445 -1.4135 0.3257 0.41 0.32 0.78
H 2.2200 -0.5295 1.1234 -0.56 0.08 0.18
C -1.5880 -2.6777 -0.1284 -0.94 1.19 1.06
O -1.4846 -3.6281 -0.8303 0.16 -3.41 -2.02
N -2.2553 -2.7182 1.0469 -1.18 -1.49 1.46
N -1.1166 -1.4986 -0.4371 -0.80 -3.81 -5.23
H -2.2230 -1.9370 1.6863 -0.68 -3.42 -1.31
H -2.5849 -3.6453 1.2749 -0.01 0.33 0.33
H -1.1690 -0.7143 0.1970 -0.16 -2.01 -5.11
H -0.6429 -1.4795 -1.3289 -2.06 -2.16 1.26
O 0.1547 0.6427 0.4905 -3.85 5.36 9.39
H 0.3777 0.1151 -0.2764 1.45 3.20 4.58
H -0.5557 0.1615 0.9146 1.94 2.46 0.71
O 2.0675 1.3399 1.0892 5.64 0.51 1.66
H 1.9681 2.2454 0.7953 0.56 0.70 0.54
H 1.2153 0.9379 0.9208 -0.11 -0.12 0.97
```
Forces are in eV/Å.

Computed properties:
* E_LUMO: -0.23 eV
* energy above the lowest of the compared OMol25 structures with the same formula, charge and spin: 453.93 kcal per mole
* Kohn-Sham gap: 8.0 eV
* 2S+1: 1

Record 2
Entry from the Open Molecules 2025 dataset: a structure of composition C23H27I2LuN5OS at a distorted geometry (ωB97M-V/def2-TZVPD).

The geometry in XYZ format:
```
60
Properties=species:S:1:pos:R:3:forces:R:3
Lu -5.5847 -0.9967 15.9986 0.03 -0.86 0.55
I -9.0060 -0.8278 22.5816 -0.15 0.09 0.13
C -8.2051 -1.4227 20.7478 -0.06 0.21 1.39
C -7.1807 -2.3436 20.7940 0.63 -0.55 -0.09
C -6.5668 -2.7345 19.6108 -0.72 0.58 -0.31
I -4.9694 -4.0223 19.5273 0.26 -0.25 0.07
C -7.0367 -2.1789 18.4114 -0.31 0.36 0.09
O -6.4734 -2.4161 17.2499 0.51 -0.35 -0.23
C -8.1374 -1.2896 18.4138 0.28 0.33 -0.58
C -8.6373 -0.8603 17.0542 -0.66 -0.57 0.64
N -7.7299 0.0672 16.3782 0.34 0.70 -0.03
C -8.2363 0.6036 15.0914 0.02 0.48 0.71
C -7.1116 1.1999 14.2893 0.31 0.90 -0.36
C -7.0945 2.4992 13.7326 -0.18 -0.66 0.21
C -5.9440 2.8928 13.0389 -0.38 -0.35 0.07
C -4.8852 1.9912 12.8578 -0.93 0.01 0.48
C -4.9830 0.7353 13.4150 -2.10 1.55 0.48
N -6.0686 0.3833 14.1588 1.09 -0.28 -0.71
C -8.6910 -0.8560 19.5921 -0.49 -0.30 0.41
H -6.8208 -2.7679 21.7324 -0.24 0.24 -0.20
H -9.6731 -0.4709 17.1495 0.52 -0.10 -0.21
H -8.6144 -1.7892 16.4891 -0.46 0.03 -0.46
H -7.5439 0.8202 17.0444 -0.06 0.05 -0.39
H -8.9930 1.3667 15.2516 -0.36 -0.05 -0.01
H -8.6602 -0.2433 14.5651 -0.20 -0.04 -0.24
H -7.9797 3.1553 13.8414 0.77 -0.42 -0.08
H -5.9197 3.8880 12.6134 0.17 -0.02 0.01
H -3.9917 2.2203 12.3321 0.46 0.42 -0.46
H -4.2212 0.0398 13.2793 1.17 -1.21 0.06
H -9.5364 -0.1728 19.6925 0.27 -0.10 -0.45
C -6.0056 1.6413 18.7154 -0.33 -0.50 -0.66
N -5.0943 0.7537 17.9203 0.01 0.35 0.30
C -4.2846 -0.0069 18.9291 -0.32 0.85 -0.36
C -4.1970 1.6665 17.1728 0.06 -0.18 0.11
C -3.2546 0.9766 16.2210 0.35 0.17 -0.04
C -2.2720 1.7726 15.6344 -0.26 0.75 -0.32
C -1.4301 1.2552 14.6609 0.13 -0.15 0.43
C -1.4627 -0.1157 14.4131 -0.58 0.21 0.53
C -2.4132 -0.9001 15.0566 -0.34 -0.09 -0.81
C -3.3950 -0.3716 15.9074 0.34 -0.38 0.12
H -5.4487 2.1239 19.5037 0.29 0.34 0.24
H -6.8089 1.0829 19.1963 0.09 -0.25 -0.06
H -6.4594 2.4256 18.0924 0.18 -0.24 -0.01
H -3.9287 0.6851 19.7085 -0.13 -0.19 -0.08
H -3.4238 -0.4288 18.4434 0.21 -0.40 -0.17
H -4.9240 -0.7629 19.3532 -0.02 -0.31 0.32
H -3.5844 2.2080 17.9026 -0.15 0.39 -0.05
H -4.8241 2.3655 16.6039 0.06 0.10 0.25
H -2.2604 2.8553 15.8544 0.16 -0.59 -0.05
H -0.7372 1.9109 14.1546 0.12 -0.04 -0.07
H -0.8204 -0.5944 13.7127 0.58 -0.06 -0.48
H -2.4912 -1.9331 14.7062 0.12 0.10 0.38
N -7.3335 -4.5879 15.2773 -1.43 0.83 -0.37
C -6.6139 -3.6241 14.7289 0.31 -0.75 -0.39
N -7.2649 -2.5988 14.1122 -1.52 0.00 0.36
S -4.9547 -3.6276 14.6924 0.71 0.54 0.27
H -8.3538 -4.4784 15.3376 0.87 -0.38 0.11
H -6.8674 -5.2646 15.8348 0.21 -0.46 0.46
H -8.2300 -2.7700 13.8374 0.09 0.08 0.25
H -6.7552 -2.2065 13.3608 0.67 0.43 -0.69
```
Forces are in eV/Å.

Computed properties:
* E_LUMO: -3.10 eV
* energy above the lowest of the compared OMol25 structures with the same formula, charge and spin: 0.00 kcal per mole
* Kohn-Sham gap: 7.2 eV
* total charge: +1
* 2S+1: 1

Record 3
Entry from the Open Molecules 2025 dataset: a structure of composition C21H47ClInO8 at a distorted geometry (ωB97M-V/def2-TZVPD).

The geometry in XYZ format:
```
78
Properties=species:S:1:pos:R:3:forces:R:3
C 0.8412 1.0892 0.0940 0.04 0.37 0.11
C 1.5641 2.5847 0.0063 -1.94 0.26 0.66
O 2.6747 2.6531 -0.9540 2.14 -2.61 1.27
C 3.8239 1.8315 -0.5546 -0.19 -1.08 6.39
O 3.9512 1.5586 0.7740 -0.88 1.58 -7.78
C 4.9780 1.1966 -1.5263 1.10 0.55 -0.51
C 5.4618 2.1398 -2.7693 0.41 1.12 0.21
C 4.2789 2.7214 -3.7327 1.40 1.20 0.04
In 2.7599 1.2233 -4.4644 -0.46 0.69 -0.52
C 2.2128 -0.4170 -3.0079 -0.81 -1.72 0.10
C 2.6606 -1.8532 -3.7047 -2.18 -0.38 0.88
C 2.6956 -3.1181 -2.6363 0.20 -0.01 -0.33
Cl 4.2746 -1.7176 -4.6619 -0.97 -0.57 1.10
H 0.3402 0.9936 1.1698 0.90 0.21 -2.40
H 1.5992 0.2009 -0.0256 -1.41 1.93 0.26
H 0.0297 1.0189 -0.7780 1.80 0.07 2.05
H 1.8199 3.0312 1.0779 -0.04 -1.27 -2.39
H 0.7136 3.3047 -0.4225 2.15 -1.45 0.64
H 4.7370 0.1327 -1.9618 -0.19 2.19 1.07
H 5.9392 1.0425 -0.8340 -2.44 0.41 -1.19
H 6.2974 1.5462 -3.3784 -1.97 1.11 1.27
H 6.0181 3.0844 -2.3010 -0.91 -2.01 -0.78
H 4.8184 3.1666 -4.7002 -1.05 -0.89 2.00
H 3.7636 3.6608 -3.2120 1.08 -2.08 -0.95
H 3.2035 0.5477 -6.1058 -0.14 0.27 0.53
H 1.2181 2.1639 -4.7677 0.20 -0.14 0.18
H 1.0225 -0.4713 -2.9285 2.47 0.04 -0.16
H 2.5972 -0.2788 -1.9117 -0.51 -0.64 -2.06
H 1.8344 -2.1537 -4.5124 2.04 0.94 1.57
H 2.0260 -4.0238 -3.0263 1.57 1.92 0.76
H 2.2249 -2.7366 -1.6344 1.05 -0.78 -1.82
H 3.8132 -3.4853 -2.4814 -2.47 0.75 -0.18
C -3.8070 -5.7730 -1.9043 0.26 0.18 -0.30
O -3.8051 -4.6161 -2.7212 -0.23 -0.05 0.60
C -4.9565 -3.7951 -2.5381 0.54 0.40 -0.44
C -4.5754 -2.3082 -2.5371 0.07 -0.05 0.14
O -3.8343 -1.8723 -1.3897 -0.03 -0.35 -0.39
C -2.5028 -2.3806 -1.2518 0.27 0.23 0.04
C -1.5004 -1.8850 -2.3021 -0.52 -0.50 -0.12
O -1.7820 -2.4538 -3.5839 -0.25 0.46 0.18
C -1.6825 -1.5225 -4.6498 0.05 -0.27 0.03
H -4.4370 -6.5451 -2.3512 -0.11 -0.17 0.14
H -2.7792 -6.1457 -1.8385 -0.16 0.07 -0.13
H -4.1459 -5.5477 -0.8879 -0.07 -0.02 -0.01
H -5.4840 -4.0336 -1.6104 0.09 -0.06 0.09
H -5.6277 -3.9890 -3.3832 -0.22 0.15 0.07
H -5.5015 -1.7291 -2.5226 -0.06 -0.04 0.20
H -4.0663 -2.0209 -3.4595 0.10 -0.31 0.06
H -2.5070 -3.4688 -1.1798 0.04 0.01 -0.28
H -2.1560 -2.0216 -0.2758 -0.10 0.15 -0.13
H -0.4956 -2.2029 -2.0232 0.15 0.11 0.29
H -1.5254 -0.7890 -2.3378 -0.02 -0.09 -0.05
H -2.1406 -0.5615 -4.3893 0.14 0.01 0.01
H -2.2272 -1.9296 -5.5057 0.10 -0.08 0.09
H -0.6357 -1.3825 -4.9283 0.00 0.26 -0.07
C -2.6156 -0.2368 6.4505 0.08 0.13 -0.38
O -2.4258 1.0566 5.9055 0.20 -0.14 0.60
C -2.6019 2.1015 6.8597 0.30 0.28 -0.68
C -1.5438 3.1979 6.6741 0.04 -0.12 0.07
O -0.2085 2.8202 7.0350 -0.36 -0.13 -0.32
C 0.4287 1.8390 6.2095 0.29 0.07 -0.11
C 0.7595 2.2979 4.7835 -0.64 -0.19 0.21
O -0.4320 2.4457 4.0061 0.23 0.49 0.25
C -0.4406 3.6144 3.2014 -0.17 -0.33 0.04
H -3.6822 -0.4635 6.5121 -0.07 -0.16 0.16
H -2.1351 -0.9614 5.7844 -0.14 0.18 0.01
H -2.1499 -0.3305 7.4369 -0.07 0.02 0.04
H -2.5586 1.7276 7.8864 0.07 -0.11 0.00
H -3.5946 2.5329 6.6850 0.00 0.18 0.21
H -1.8027 4.0240 7.3402 0.05 -0.09 0.18
H -1.5690 3.6172 5.6661 -0.07 -0.32 -0.04
H -0.1323 0.9039 6.2126 -0.12 0.12 -0.24
H 1.3789 1.6149 6.7080 -0.06 0.21 -0.03
H 1.3722 1.5419 4.2920 0.30 -0.09 0.10
H 1.3263 3.2360 4.8271 -0.10 -0.04 -0.01
H -0.0596 4.4837 3.7494 0.08 -0.04 -0.05
H -1.4766 3.8246 2.9227 0.09 -0.14 -0.01
H 0.1452 3.4490 2.2946 0.03 0.21 -0.02
```
Forces are in eV/Å.

Computed properties:
* E_LUMO: 2.27 eV
* Kohn-Sham gap: 6.9 eV
* total charge: -1
* 2S+1: 1

> The highest E_LUMO belongs to which entry?

C21H47ClInO8

> Look up the Kohn-Sham gap of the third one.

6.9 eV